[1]
85
Properties=species:S:1:pos:R:3:forces:R:3 method="wB97M-V/def2-TZVPD" largest_force_ev_per_a=1.85 homo_lumo_gap_ev=8.72 lumo_ev=-0.2
C 0.944373 1.081022 -0.832140 0.2 -0.1 0.3
C 0.383588 -0.157388 -0.138405 0.0 0.1 -0.4
I 0.059095 0.249872 1.933136 0.2 0.0 -0.1
C -0.854991 -0.768882 -0.845135 0.2 -0.1 0.2
N -2.118616 -0.713284 -0.064388 0.2 0.6 -0.8
S -3.116928 0.559527 -0.229580 -1.6 -0.5 0.8
O -3.911417 0.652538 0.970941 0.8 0.3 -1.1
O -3.818833 0.622004 -1.484468 0.9 0.1 0.4
F -2.103599 1.758058 -0.213985 -0.2 -0.6 -0.1
H 0.347900 1.975862 -0.652562 -0.1 -0.1 -0.2
H 1.052577 0.870109 -1.899289 -0.1 0.1 0.0
H 1.941233 1.271208 -0.430084 -0.1 0.0 0.0
H 1.171246 -0.903906 -0.154631 -0.1 0.0 0.2
H -0.958279 -0.335401 -1.845143 0.0 0.1 0.2
H -0.664280 -1.830454 -1.005025 -0.1 0.0 0.1
H -2.687527 -1.544118 -0.188207 0.0 -0.1 0.2
O -2.644416 1.229913 3.740346 0.0 0.1 0.3
H -2.970344 1.581187 2.905645 0.0 -0.1 -0.1
H -3.262153 0.522505 3.946653 0.0 0.0 0.0
O 2.435291 -0.125338 -4.144033 -0.1 0.1 0.0
H 3.390855 -0.232638 -4.060289 0.0 -0.2 0.0
H 2.304792 0.405943 -4.935626 0.0 0.0 0.0
O 1.857620 -2.835247 -5.461800 0.0 0.0 0.2
H 0.911806 -2.955325 -5.587267 0.0 0.0 -0.1
H 1.932403 -2.023012 -4.939759 0.1 0.2 -0.1
O 3.409124 -1.039869 0.710314 -0.1 0.0 -0.1
H 3.214865 -1.956565 0.489374 0.2 -0.1 0.0
H 4.065483 -1.103516 1.415345 0.1 0.1 0.0
O -0.750002 0.409789 -4.103477 -0.3 0.1 0.0
H -1.630870 0.256289 -3.736094 -0.1 0.0 -0.1
H -0.679198 1.369592 -4.165610 0.1 0.0 0.1
O -4.184125 3.843131 1.077876 -0.1 0.1 0.1
H -3.620263 3.106225 0.823150 0.0 0.1 0.1
H -5.065506 3.568522 0.803878 0.0 -0.1 0.0
O 0.657581 -1.117609 5.243129 -0.2 -0.1 0.2
H -0.290144 -1.255763 5.121154 0.0 0.1 -0.1
H 0.712230 -0.283269 5.722173 0.1 0.1 -0.1
O 5.569554 -1.166108 2.814279 0.0 0.0 0.1
H 5.071533 -1.145034 3.637484 -0.1 0.0 0.0
H 6.475718 -0.958428 3.072336 0.1 -0.1 0.0
O 4.695185 -3.094298 -1.021610 0.1 -0.1 0.2
H 4.884527 -2.228911 -1.400275 -0.1 0.0 -0.1
H 5.537969 -3.557901 -1.043245 0.0 -0.1 0.0
O 4.285716 -2.339189 -3.769291 0.2 0.1 0.0
H 3.573053 -2.882776 -3.417147 -0.1 0.0 0.0
H 4.610358 -2.841469 -4.522967 -0.1 0.0 -0.1
O 3.003209 -5.485842 -0.791136 0.0 0.0 -0.1
H 3.438179 -4.721031 -1.190446 0.0 0.0 0.2
H 2.409157 -5.111542 -0.134450 0.0 0.0 0.0
O -1.208064 -0.044451 -6.963452 -0.2 0.0 0.0
H -1.297339 0.815798 -7.382576 0.0 0.0 0.0
H -1.326884 0.114609 -6.013955 0.2 -0.1 -0.1
O 2.018401 2.879213 3.618339 0.1 -0.1 -0.2
H 1.159609 2.740628 4.025918 0.0 0.0 0.0
H 2.094420 3.836068 3.572028 0.0 0.1 0.2
O -4.677796 6.865429 0.088240 -0.1 0.1 -0.1
H -4.394908 7.531951 0.723537 0.0 0.0 0.1
H -4.689360 6.054441 0.605470 0.2 -0.1 -0.1
O 0.160025 -3.190415 2.855825 -0.1 -0.3 -0.1
H 0.355750 -2.399304 3.365987 0.2 0.1 -0.1
H 0.156481 -3.905585 3.508377 -0.1 0.1 0.0
O 7.958959 0.041125 1.853976 -0.2 0.0 -0.1
H 8.524881 0.383115 1.156856 0.1 0.0 0.0
H 7.083278 -0.013493 1.452175 0.0 0.1 -0.1
O 1.772732 5.096188 5.591897 0.0 0.1 0.1
H 1.300374 5.105548 6.429314 -0.1 0.0 0.0
H 2.684630 5.292947 5.826596 0.0 0.0 0.0
O -3.976880 7.190807 3.031940 0.0 0.0 0.0
H -3.026647 7.059589 3.108715 0.0 0.0 0.0
H -4.335886 6.297114 3.011285 0.0 0.0 0.0
O -4.200719 -0.214123 -4.512619 0.4 0.0 0.1
H -4.185370 0.729546 -4.706888 -0.3 0.0 -0.1
H -4.323568 -0.270037 -3.560079 0.0 0.0 0.2
O -5.777202 -2.640038 -5.148374 0.0 0.0 -0.1
H -5.298567 -1.823356 -5.342625 0.1 0.0 0.2
H -6.392050 -2.391765 -4.453413 0.0 0.0 0.0
O 0.068860 -4.671024 5.321138 0.0 -0.1 0.0
H 0.882164 -4.525684 5.815511 0.0 0.0 0.1
H -0.461420 -5.226929 5.899335 0.0 -0.1 0.0
O -5.170248 1.285513 -6.716384 0.1 0.1 -0.1
H -4.597117 0.563934 -6.999302 0.0 0.0 0.0
H -6.032557 1.071321 -7.083852 0.0 0.0 0.0
O 0.178992 -2.851633 7.694873 0.2 0.0 0.1
H 0.668280 -2.453748 6.962093 -0.1 0.1 0.0
H -0.709977 -2.952495 7.344462 0.0 0.0 0.0

[2]
14
Properties=species:S:1:pos:R:3:forces:R:3 method="wB97M-V/def2-TZVPD" largest_force_ev_per_a=3.03 de_lowest_kj_mol=277.4 homo_lumo_gap_ev=8.76 lumo_ev=0.5
C 1.351880 0.978897 -0.624911 -0.4 0.4 1.7
N 0.690070 -0.114354 -1.232976 0.4 -1.0 0.4
C 0.156533 -0.622333 -0.132025 -0.9 -1.3 -1.4
N 0.354804 -1.878993 0.274912 0.0 -0.1 0.1
C -1.101798 -0.013824 0.525716 -0.1 0.0 0.3
N -1.660236 1.006951 -0.166935 -0.1 -0.2 0.0
O -1.600483 -0.542517 1.505328 0.2 0.2 -0.2
H 2.340010 0.748066 -0.221917 0.4 -0.2 -0.5
H 0.870504 0.779766 0.535297 0.8 2.6 -1.3
H 1.408953 1.912346 -1.234924 -0.4 -0.3 0.9
H -0.164795 -2.204381 1.077002 -0.1 0.0 0.0
H 1.220749 -2.326706 0.021658 -0.2 0.0 -0.1
H -1.347987 1.191559 -1.108605 0.0 0.0 0.2
H -2.575523 1.317165 0.122358 0.2 0.0 0.0

[3]
58
Properties=species:S:1:pos:R:3:forces:R:3 method="wB97M-V/def2-TZVPD" largest_force_ev_per_a=1.59 de_lowest_kj_mol=782.0 homo_lumo_gap_ev=9.07 lumo_ev=-0.8
C -5.591773 -1.125465 0.835630 0.0 0.2 -0.1
C -5.490358 0.166932 0.012799 -0.2 0.0 0.0
C -6.149918 -0.033422 -1.359223 0.1 0.0 0.2
C -6.252571 1.267213 0.755981 0.2 -0.2 -0.1
C -4.023637 0.507130 -0.196435 0.1 0.0 0.0
C -3.465247 1.713770 0.218625 0.1 0.0 0.0
C -2.124016 1.990457 0.008901 0.0 0.2 0.1
C -1.338209 1.053946 -0.624871 0.6 0.1 -0.1
S 0.382570 1.367502 -0.841938 0.2 -0.1 0.2
O 0.923061 0.484697 -1.833459 -0.6 0.3 0.1
O 0.702973 2.752264 -0.950733 -0.4 0.1 0.2
O 0.890032 0.835836 0.628885 -0.3 -0.2 -1.0
N 1.906518 1.649768 1.177614 -0.1 1.2 1.0
C 3.092837 1.481131 0.766956 0.1 -0.5 -0.4
C 4.054745 2.521733 1.252402 0.2 0.1 0.3
C 5.492443 2.034490 1.380118 0.0 0.1 -0.2
C 5.914683 1.357684 0.083409 0.1 -0.2 0.3
C 5.063785 0.115945 -0.132432 0.1 0.3 -0.1
C 3.559265 0.444033 -0.229319 0.0 0.0 -0.2
C 2.805329 -0.847720 -0.064379 0.0 -0.4 -0.3
C 2.615841 -1.334024 1.233468 0.0 -0.2 -0.4
C 1.891959 -2.477316 1.484534 -0.1 -0.2 0.0
C 1.334622 -3.174300 0.416411 0.8 1.2 -0.2
N 0.529846 -4.344535 0.667039 -0.2 -0.3 0.1
O 0.430144 -4.718089 1.815797 0.0 -0.1 0.3
O -0.001607 -4.874896 -0.283055 -0.2 -0.2 -0.2
C 1.546802 -2.752870 -0.884738 -0.1 -0.2 0.0
C 2.299435 -1.612359 -1.122842 -0.1 -0.4 1.3
N 2.523394 -1.279752 -2.519634 0.2 -0.4 -0.1
O 1.767843 -1.758043 -3.326520 -0.3 -0.1 -0.4
O 3.494388 -0.610271 -2.789724 0.4 0.3 -0.2
C -1.855475 -0.151860 -1.049806 -0.1 -0.2 -0.1
C -3.194890 -0.416917 -0.835693 0.1 0.1 0.0
H -6.636122 -1.364891 1.021530 -0.1 0.0 0.0
H -5.139096 -1.966113 0.318572 0.1 -0.1 0.0
H -5.090612 -1.002847 1.793171 0.0 0.0 0.1
H -6.062644 0.872512 -1.954893 0.0 0.1 -0.1
H -7.205363 -0.263086 -1.233229 -0.1 0.0 0.0
H -5.687326 -0.848321 -1.908059 0.0 -0.1 -0.1
H -6.244603 2.198896 0.195673 0.0 0.2 0.0
H -5.831025 1.437647 1.743630 0.0 0.1 0.1
H -7.289292 0.963395 0.882653 -0.1 0.0 0.0
H -4.069254 2.455783 0.712992 -0.1 0.1 0.0
H -1.679372 2.921408 0.321906 0.0 0.2 0.1
H 3.677561 2.933956 2.188265 -0.1 0.0 -0.1
H 4.017071 3.323897 0.508278 0.0 0.0 0.0
H 6.139863 2.884517 1.599228 0.0 0.0 0.1
H 5.577861 1.327625 2.208181 0.1 0.0 0.1
H 6.965684 1.068500 0.130512 0.0 0.0 -0.1
H 5.789722 2.046337 -0.753479 0.1 0.1 -0.1
H 5.228241 -0.575372 0.698286 0.0 0.0 0.0
H 5.352949 -0.387305 -1.055757 -0.1 -0.1 0.1
H 3.366366 0.868325 -1.221927 0.1 -0.1 0.2
H 3.019664 -0.772073 2.062093 0.0 0.0 0.1
H 1.734434 -2.835977 2.490101 0.0 0.0 0.0
H 1.132407 -3.307187 -1.715486 0.0 0.0 0.1
H -1.207834 -0.852562 -1.551707 0.0 -0.2 -0.1
H -3.594088 -1.359754 -1.174280 -0.1 -0.1 0.0